C46H45IN3O10SSiTa as an isolated structure. Source: OMol25; level of theory: ωB97M-V/def2-TZVPD.

Results
ΔE to the lowest compared entry with this formula, charge and spin: 3.4 kcal/mol
Calculated total energy: -101749.563 eV
Highest occupied orbital energy: -7.5 eV
LUMO energy: -0.02 eV

```
108
Properties=species:S:1:pos:R:3:forces:R:3:lowdin_charge:R:1
Ta 0.3536 -0.4296 0.3318 0.16 -0.30 -0.01 1.899
C 3.6342 2.3476 -0.3493 0.02 0.02 -0.02 0.011
C 2.3042 1.8445 -0.8739 -0.03 -0.04 -0.01 -0.474
C 2.0925 2.1382 -2.3516 0.01 -0.01 0.02 0.018
O 2.2443 0.4054 -0.6454 -0.04 0.03 -0.05 -0.130
C 1.1435 2.4597 -0.0874 0.06 0.02 -0.05 -0.549
O 1.0691 3.6472 0.0950 0.01 -0.02 0.06 0.119
O 0.2571 1.5801 0.3267 -0.10 -0.01 -0.02 -0.188
H 4.4477 1.9087 -0.9278 0.00 0.01 0.00 0.096
H 3.7642 2.0801 0.6997 -0.01 0.00 0.01 0.090
H 3.6690 3.4318 -0.4383 0.01 0.00 0.01 0.099
H 2.9087 1.7100 -2.9382 -0.01 0.00 0.00 0.101
H 2.0835 3.2161 -2.5040 0.00 0.00 0.00 0.106
H 1.1422 1.7255 -2.6926 0.00 0.00 -0.01 0.095
H 2.2375 -0.0542 -1.5002 0.00 -0.02 0.02 0.115
O -0.2222 -2.8737 -2.2301 -0.04 0.02 0.02 -0.256
S -0.8669 -1.6636 -1.8268 0.03 0.06 0.03 0.390
O -2.0357 -1.2765 -2.5498 0.04 -0.02 -0.02 -0.254
O 0.1650 -0.4995 -1.7653 0.00 0.01 -0.06 -0.431
O -1.1465 -1.6771 -0.2875 -0.07 0.09 0.03 -0.438
C -5.3394 2.6216 0.5972 0.01 0.01 0.01 -0.062
O -5.3263 1.5773 -0.3576 0.01 -0.01 -0.01 -0.073
C -5.0663 0.3281 0.0960 0.01 0.01 0.00 -0.231
C -5.2164 -0.0749 1.4163 0.00 -0.01 -0.01 -0.012
C -5.0086 -1.4031 1.7648 0.00 -0.01 -0.01 -0.103
C -4.6279 -2.3328 0.8121 -0.01 0.02 0.03 -0.078
C -4.4555 -1.9268 -0.5016 0.00 -0.02 -0.02 -0.016
C -4.6684 -0.6090 -0.8602 -0.01 0.06 0.00 -0.166
N -4.5874 -0.2625 -2.2310 -0.03 -0.02 0.00 0.125
C -4.0369 0.7519 -2.8815 -0.01 -0.05 0.04 -0.018
C -3.2658 1.8394 -2.4968 0.01 0.06 -0.07 -0.127
C -3.1491 2.8724 -3.4847 -0.01 -0.04 0.02 -0.052
C -2.5145 4.0437 -3.2387 0.02 0.01 0.04 -0.101
C -1.9390 4.2443 -1.9499 -0.03 -0.03 -0.05 -0.068
C -1.9733 3.2798 -0.9972 0.02 0.03 0.04 -0.023
C -2.5636 1.9772 -1.2313 0.06 0.02 -0.02 -0.361
O -2.4288 1.0436 -0.4138 -0.09 0.02 0.07 -0.024
H -5.3730 3.5494 0.0325 -0.01 0.00 0.00 0.099
H -4.4272 2.5967 1.2007 -0.01 0.00 0.00 0.091
H -6.2150 2.5590 1.2485 0.00 0.01 0.00 0.092
H -5.5176 0.6371 2.1718 -0.01 0.00 0.00 0.108
H -5.1499 -1.7059 2.7943 0.00 0.00 -0.01 0.060
H -4.4570 -3.3653 1.0855 0.00 0.00 0.00 0.106
H -4.1226 -2.6251 -1.2594 0.00 0.00 0.00 0.122
H -4.9440 -0.9856 -2.8358 0.01 0.01 0.00 0.158
H -4.2748 0.7075 -3.9402 0.00 0.02 0.00 0.140
H -3.6156 2.7035 -4.4495 0.00 0.00 -0.01 0.109
H -2.4528 4.8144 -3.9940 0.00 0.01 0.00 0.094
H -1.4455 5.1836 -1.7280 0.00 0.01 -0.01 0.108
H -1.4942 3.4510 -0.0423 -0.01 -0.02 0.00 0.094
O 1.4380 -1.9857 0.2709 -0.10 0.05 -0.02 -0.413
Si 2.1087 -3.4380 0.6945 0.13 0.09 0.06 0.566
C 1.5346 -3.7712 2.4461 0.08 0.02 0.03 -0.227
C 2.4002 -3.6357 3.5332 -0.04 -0.02 0.02 -0.084
C 1.9448 -3.7932 4.8365 0.00 0.00 -0.01 -0.081
C 0.6107 -4.0918 5.0743 0.02 0.01 0.00 -0.086
C -0.2636 -4.2422 4.0058 -0.02 0.01 0.01 -0.094
C 0.1975 -4.0816 2.7069 -0.05 -0.03 0.00 -0.123
C 1.6479 -4.8597 -0.4092 0.01 0.01 -0.03 -0.230
C 1.9399 -4.7986 -1.7749 -0.03 -0.01 0.01 -0.102
C 1.6927 -5.8768 -2.6063 0.00 0.02 -0.01 -0.076
C 1.1529 -7.0457 -2.0843 0.01 -0.01 0.00 -0.086
C 0.8672 -7.1316 -0.7314 0.00 0.00 0.01 -0.085
C 1.1176 -6.0457 0.0990 0.01 -0.02 -0.02 -0.087
C 3.9612 -3.2047 0.6306 -0.01 -0.01 0.02 -0.222
C 4.8089 -4.3099 0.5187 0.01 0.00 0.00 -0.083
C 6.1881 -4.1576 0.5168 -0.01 0.00 0.00 -0.084
C 6.7449 -2.8904 0.6212 0.00 0.00 0.00 -0.090
C 5.9198 -1.7797 0.7246 0.01 0.01 0.00 -0.082
C 4.5406 -1.9380 0.7293 0.00 -0.01 0.00 -0.081
H 3.4433 -3.3953 3.3605 0.01 0.00 0.00 0.105
H 2.6316 -3.6790 5.6655 0.00 0.00 0.01 0.105
H 0.2507 -4.2103 6.0885 0.01 0.00 0.00 0.103
H -1.3045 -4.4824 4.1891 0.00 0.00 -0.01 0.101
H -0.4955 -4.2071 1.8788 0.00 0.02 -0.01 0.111
H 2.3468 -3.8885 -2.1991 0.00 0.00 0.00 0.109
H 1.9126 -5.8053 -3.6637 0.00 0.00 0.00 0.104
H 0.9593 -7.8901 -2.7339 -0.01 0.00 0.00 0.100
H 0.4533 -8.0430 -0.3190 0.00 0.00 0.00 0.100
H 0.9045 -6.1342 1.1572 -0.01 0.00 0.01 0.091
H 4.3853 -5.3038 0.4223 -0.01 -0.01 0.00 0.106
H 6.8288 -5.0256 0.4279 0.00 0.00 0.00 0.102
H 7.8208 -2.7689 0.6169 0.00 0.00 0.00 0.101
H 6.3512 -0.7892 0.8022 0.00 0.00 0.00 0.101
H 3.9052 -1.0643 0.8026 0.00 0.00 0.00 0.072
I -3.3881 -1.3078 5.3297 0.00 0.01 0.04 0.919
C -2.4499 -0.4501 3.7197 0.04 -0.04 -0.03 -0.763
C -2.3547 0.8944 3.4174 0.05 0.01 0.00 -0.115
N -1.5879 0.9915 2.3325 -0.03 0.00 -0.07 0.056
N -1.1992 -0.2094 1.8984 0.01 -0.06 -0.01 -0.087
C -1.7163 -1.1050 2.7332 -0.06 0.05 0.02 -0.153
H -2.7585 1.7649 3.9039 -0.01 0.01 0.00 0.135
H -1.3521 1.7892 1.7542 -0.02 0.01 0.04 0.143
H -1.5345 -2.1555 2.5967 0.02 -0.04 -0.01 0.102
C 1.6162 -0.0880 2.1958 0.02 0.01 0.02 -0.201
C 1.1927 0.7558 3.3502 -0.01 0.04 -0.01 -0.295
C 0.7234 0.1537 4.5196 0.00 -0.02 0.01 -0.063
C 0.2715 0.9088 5.5923 -0.02 0.00 -0.01 -0.096
C 0.2808 2.2948 5.5256 0.00 0.01 -0.01 -0.106
C 0.7756 2.9130 4.3830 -0.02 -0.03 0.01 -0.086
C 1.2298 2.1538 3.3151 0.01 -0.01 0.00 -0.056
H 1.8292 -1.0917 2.5702 0.00 -0.01 -0.01 0.043
H 2.5589 0.2882 1.7857 0.00 0.02 0.00 0.049
H 0.7159 -0.9302 4.5874 0.00 -0.01 -0.01 0.105
H -0.0900 0.4099 6.4837 0.00 0.00 0.00 0.099
H -0.0716 2.8866 6.3608 0.00 0.00 0.00 0.096
H 0.8151 3.9937 4.3237 0.00 0.01 0.00 0.102
H 1.6159 2.6645 2.4415 -0.01 0.00 0.00 0.095
```
Forces are in eV/Å.